Arrangement A

Below is 2 unconnected molecules or ions with the total composition C11H14N2, with properties calculated with ωB97M-V with the def2-TZVPD basis set.

Results
total charge: -1
<S²>: 0.760
LUMO level (alpha / beta): 3.55 / 3.40 eV
HOMO-LUMO gap (alpha / beta): 0.102 / 0.261 hartree
E_HOMO (alpha / beta): 0.8 / -3.7 eV
spin multiplicity: 2

Geometry as XYZ:
```
27
Properties=species:S:1:pos:R:3:lowdin_charge:R:1
C -1.08 3.71 2.13 -0.15
C 1.49 0.83 0.04 -0.21
C 0.91 1.95 -0.56 -0.19
C 1.12 0.64 1.45 -0.18
C -0.13 2.74 0.06 -0.15
C 0.21 1.43 2.11 -0.12
C -0.23 2.67 1.46 -0.39
H 2.16 0.15 -0.47 0.02
H 1.12 2.11 -1.63 0.06
H 1.61 -0.23 1.98 0.07
H -0.72 3.53 -0.55 0.09
H -0.09 1.28 3.15 0.07
H -1.08 3.56 3.25 0.07
H -2.16 3.62 1.78 0.06
H -0.67 4.70 1.85 0.06
C -1.67 -3.83 -0.84 -0.07
C 0.25 -1.21 -2.22 -0.18
C -0.56 -2.98 -1.38 -0.38
C 0.74 -3.02 -0.99 -0.07
N -0.85 -1.88 -2.19 0.09
N 1.40 -1.82 -1.52 0.06
H 0.41 -0.24 -2.63 0.08
H 2.32 -1.52 -1.49 0.06
H 1.38 -3.72 -0.45 0.10
H -2.74 -3.62 -1.17 0.09
H -1.68 -4.07 0.17 0.03
H -1.48 -4.82 -1.34 0.07
```



Arrangement B

Below is 2 unconnected molecules or ions with the total composition C11H14N2, with properties calculated with ωB97M-V with the def2-TZVPD basis set.

Results
total charge: -1
<S²>: 0.751
LUMO level (alpha / beta): 3.44 / 3.36 eV
HOMO-LUMO gap (alpha / beta): 0.086 / 0.308 hartree
E_HOMO (alpha / beta): 1.1 / -5.0 eV
spin multiplicity: 2

Geometry as XYZ:
```
27
Properties=species:S:1:pos:R:3:lowdin_charge:R:1
C 1.65 2.41 0.94 -0.08
C -0.24 2.36 -0.79 -0.24
C 1.08 2.31 -0.43 -0.37
C 1.07 2.91 -2.52 -0.29
N -0.24 2.76 -2.07 0.00
N 1.89 2.60 -1.53 0.06
H -1.00 2.55 -0.06 0.04
H -1.03 3.18 -2.54 0.02
H 1.53 1.42 1.40 0.03
H 1.16 3.19 1.56 0.07
H 1.32 3.01 -3.58 0.09
H 2.66 2.75 0.86 0.06
C -0.50 -4.07 -0.39 -0.10
C 0.43 -0.93 1.46 -0.08
C -0.77 -0.20 1.45 -0.14
C 0.41 -2.35 1.21 -0.06
C -0.68 -2.87 0.51 -0.35
C -1.91 -0.77 0.82 -0.12
C -1.79 -2.09 0.30 -0.12
H 1.25 -0.35 1.87 0.07
H -0.79 0.86 1.72 0.07
H 1.28 -2.97 1.32 0.08
H -2.91 -0.38 0.85 0.05
H -1.45 -4.32 -0.90 0.07
H -0.07 -4.97 0.07 0.06
H -2.59 -2.38 -0.40 0.09
H 0.23 -3.65 -1.12 0.09
```



The structure with the least stability is arrangement A.



Arrangement A

Below is 3 unconnected molecules or ions with the total composition C3H13NO3, with properties calculated with ωB97M-V with the def2-TZVPD basis set.

Results
total charge: +1
<S²>: 0.754
LUMO level (alpha / beta): -3.49 / -9.59 eV
HOMO-LUMO gap (alpha / beta): 0.420 / 0.195 hartree
E_HOMO (alpha / beta): -14.9 / -14.9 eV
spin multiplicity: 2

Geometry as XYZ:
```
20
Properties=species:S:1:pos:R:3:lowdin_charge:R:1
C -1.40 0.64 0.22 -0.11
C -0.09 0.54 1.04 -0.38
C -0.44 1.28 2.42 0.00
O 0.85 1.51 0.49 -0.09
N -1.36 -0.23 -0.93 0.32
H -2.12 0.11 0.91 0.19
H -1.69 1.75 0.19 0.21
H 0.35 -0.45 1.16 0.14
H 0.56 1.47 2.83 0.10
H -0.93 2.17 2.25 0.06
H -0.93 0.49 2.94 0.08
H 1.76 1.28 0.89 0.16
H -0.40 -0.20 -1.18 0.07
H -1.89 0.00 -1.78 0.18
H 1.61 -1.32 -1.98 0.07
H 1.53 0.06 -1.18 0.07
O 1.66 -0.32 -2.17 -0.11
H -0.03 -2.04 -0.47 -0.03
H -0.20 -3.49 -0.68 0.04
O 0.44 -2.81 -0.75 0.01
```



Arrangement B

Below is 4 unconnected molecules or ions with the total composition C3H13NO3, with properties calculated with ωB97M-V with the def2-TZVPD basis set.

Results
total charge: +1
<S²>: 0.771
LUMO level (alpha / beta): -4.58 / -8.50 eV
HOMO-LUMO gap (alpha / beta): 0.332 / 0.188 hartree
E_HOMO (alpha / beta): -13.6 / -13.6 eV
spin multiplicity: 2

Geometry as XYZ:
```
20
Properties=species:S:1:pos:R:3:lowdin_charge:R:1
C -2.52 -0.06 1.05 0.17
C -2.17 0.33 -0.17 -0.17
N -1.11 -0.28 -0.81 0.05
C -0.80 0.53 -2.09 0.00
H -1.99 -0.87 1.65 0.12
H -3.47 0.26 1.41 0.09
H -2.91 1.07 -0.63 0.18
H -1.34 -1.37 -0.97 0.25
H -1.51 0.49 -2.90 0.09
H -0.80 1.60 -1.78 0.10
H 0.24 0.22 -2.37 0.13
H 1.55 1.38 1.42 0.06
H 0.50 1.80 0.52 -0.03
O 1.42 1.93 0.60 -0.04
H 1.23 -1.18 1.67 0.07
H -0.12 -1.51 0.95 -0.01
O 0.84 -1.50 0.83 -0.05
H 4.44 -1.65 0.16 0.05
H 3.94 -0.52 1.14 0.07
O 4.58 -0.68 0.34 -0.12
```



The structure with the least stability is arrangement A.



Arrangement A

Below is 2 unconnected molecules or ions with the total composition C2H3N4, with properties calculated with ωB97M-V with the def2-TZVPD basis set.

Results
total charge: +1
LUMO level: -9.20 eV
HOMO-LUMO gap: 0.202 hartree
E_HOMO: -14.7 eV

Geometry as XYZ:
```
9
Properties=species:S:1:pos:R:3:lowdin_charge:R:1
C -2.21 -0.86 0.04 -0.16
C -1.68 0.40 0.08 0.31
N -2.62 -1.94 0.00 0.35
N 2.77 -1.17 0.27 0.19
N 0.68 -0.43 -0.31 0.20
N 1.70 -0.84 -0.08 -0.26
H -1.58 0.99 -0.83 0.12
H -1.44 0.85 1.04 0.13
H 3.52 -1.59 -0.24 0.13
```



Arrangement B

Below is a molecular structure, C2H3N4, with properties calculated with ωB97M-V with the def2-TZVPD basis set.

Results
total charge: +1
LUMO level (alpha / beta): -7.17 / -7.17 eV
HOMO-LUMO gap (alpha / beta): 0.306 / 0.307 hartree
E_HOMO (alpha / beta): -15.5 / -15.5 eV

Geometry as XYZ:
```
9
Properties=species:S:1:pos:R:3:lowdin_charge:R:1
C 0.72 0.88 -0.22 0.08
C -0.43 0.03 -0.03 0.01
N 1.73 0.30 1.77 0.02
N 1.48 -0.01 0.49 0.00
N 0.98 -0.27 2.47 0.33
N 0.20 -0.85 0.71 0.08
H 1.16 1.77 -0.68 0.15
H -1.46 -0.12 -0.14 0.13
H 0.02 -1.85 0.55 0.20
```



The structure with the least stability is arrangement B.



Arrangement A

Below is C5H3F in the gas phase, with properties calculated with ωB97M-V with the def2-TZVPD basis set.

Results
LUMO level (alpha / beta): 0.01 / 0.01 eV
HOMO-LUMO gap (alpha / beta): 0.323 / 0.323 hartree
structure (SMILES): FC#CC1=CC1
E_HOMO (alpha / beta): -8.8 / -8.8 eV

Geometry as XYZ:
```
9
Properties=species:S:1:pos:R:3:lowdin_charge:R:1
C -0.04 -0.76 -0.37 -0.13
C 2.16 0.05 -0.16 -0.07
C -0.91 0.32 0.42 -0.05
C -1.34 -0.69 -0.51 0.00
C 1.00 -0.06 -0.22 -0.13
F 2.75 1.20 0.12 0.03
H -0.66 1.36 0.02 0.14
H -0.98 0.13 1.46 0.10
H -1.99 -1.54 -0.76 0.12
```



Arrangement B

Below is C5H3F in the gas phase, with properties calculated with ωB97M-V with the def2-TZVPD basis set.

Results
LUMO level: 0.65 eV
HOMO-LUMO gap: 0.382 hartree
structure (SMILES): C#CC#CCF
E_HOMO: -9.7 eV

Geometry as XYZ:
```
9
Properties=species:S:1:pos:R:3:lowdin_charge:R:1
C 1.18 -0.83 1.27 -0.22
C 0.64 -0.03 0.22 0.02
C -0.18 0.52 -0.45 -0.04
C -1.09 1.22 -1.19 -0.14
C -1.59 2.03 -1.89 0.14
H 2.20 -1.08 1.11 0.11
H 1.00 -0.29 2.24 0.14
H -2.13 2.72 -2.47 0.04
F 0.57 -2.09 1.26 -0.05
```



Arrangement C

Below is a molecular structure, C5H3F, with properties calculated with ωB97M-V with the def2-TZVPD basis set.

Results
LUMO level: -0.27 eV
HOMO-LUMO gap: 0.338 hartree
E_HOMO: -9.5 eV

Geometry as XYZ:
```
9
Properties=species:S:1:pos:R:3:lowdin_charge:R:1
C 2.81 -0.44 0.04 0.08
C 3.99 -0.01 0.07 -0.25
C 0.19 -0.32 0.06 -0.18
C -0.56 0.74 -0.02 0.07
C 1.00 -1.24 -0.08 0.04
F 5.18 0.44 -0.07 0.10
H -0.76 1.46 0.66 0.04
H -1.11 0.95 -0.89 0.06
H 1.11 -2.27 -0.05 0.05
```



The structure with the least stability is arrangement A.



Arrangement A

Below is CH3BrOS in the gas phase, with properties calculated with ωB97M-V with the def2-TZVPD basis set.

Results
LUMO level: -0.56 eV
HOMO-LUMO gap: 0.347 hartree
E_HOMO: -10.0 eV

Geometry as XYZ:
```
7
Properties=species:S:1:pos:R:3:lowdin_charge:R:1
C 0.73 0.00 -0.24 -0.41
O -1.44 -1.31 0.65 -0.57
S -1.01 -0.42 -0.45 0.48
Br -1.82 1.65 0.07 0.25
H 1.28 0.60 -0.96 0.03
H 1.29 -1.10 0.17 0.15
H 0.97 0.58 0.76 0.07
```



Arrangement B

Below is a molecular structure, CH3BrOS, with properties calculated with ωB97M-V with the def2-TZVPD basis set.

Results
LUMO level (alpha / beta): -2.83 / -2.33 eV
HOMO-LUMO gap (alpha / beta): 0.255 / 0.273 hartree
E_HOMO (alpha / beta): -9.8 / -9.8 eV

Geometry as XYZ:
```
7
Properties=species:S:1:pos:R:3:lowdin_charge:R:1
C -0.69 -0.17 0.41 -0.21
O 0.42 0.70 0.74 -0.64
S 0.87 1.46 -0.56 0.70
Br 2.62 -0.64 -1.68 -0.09
H -0.56 -1.26 0.48 0.09
H -1.07 -0.07 -0.54 0.02
H -1.58 -0.02 1.15 0.12
```



The structure with the least stability is arrangement B.



Arrangement A

Below is C9H12N2O3 in the gas phase, with properties calculated with ωB97M-V with the def2-TZVPD basis set.

Results
LUMO level: 0.10 eV
HOMO-LUMO gap: 0.268 hartree
structure (SMILES): C=N[N+]1([C@@H]2C=C([O-])OC2=O)CCCC1
E_HOMO: -7.2 eV

Geometry as XYZ:
```
26
Properties=species:S:1:pos:R:3:lowdin_charge:R:1
C 0.81 -0.39 2.13 -0.15
C -0.68 -0.06 1.95 -0.15
C -1.09 -0.52 0.56 -0.06
N 0.24 -0.55 -0.24 -0.17
N 0.32 -1.67 -1.22 0.06
C -0.69 -2.32 -1.65 0.03
C 1.37 -0.82 0.78 -0.07
H 1.38 0.46 2.53 0.12
H 0.94 -1.23 2.83 0.11
H -1.28 -0.58 2.71 0.12
H -0.86 1.02 2.06 0.12
H -1.40 -1.57 0.57 0.11
H -1.83 0.10 0.05 0.14
H -0.52 -2.99 -2.51 0.10
H -1.70 -2.30 -1.21 0.09
H 2.28 -0.29 0.45 0.13
H 1.54 -1.90 0.72 0.12
C 0.55 0.64 -1.04 -0.27
C 0.78 1.90 -0.37 -0.05
C -0.17 2.90 -0.73 -0.50
O -0.30 4.07 -0.43 0.06
O -1.08 2.28 -1.66 0.11
C -0.64 1.01 -1.93 -0.40
O -1.13 0.27 -2.75 0.11
H 1.40 0.36 -1.68 0.17
H 1.74 2.15 0.06 0.10
```



Arrangement B

Below is C9H12N2O3 in the gas phase, with properties calculated with ωB97M-V with the def2-TZVPD basis set.

Results
LUMO level: -0.03 eV
HOMO-LUMO gap: 0.345 hartree
E_HOMO: -9.4 eV

Geometry as XYZ:
```
26
Properties=species:S:1:pos:R:3:lowdin_charge:R:1
C -2.79 0.65 -0.12 -0.23
C -1.01 1.40 1.32 -0.23
C -0.25 0.70 -1.27 -0.08
C 0.53 -0.55 -0.92 -0.27
C -1.12 -1.03 0.72 -0.33
C -1.53 0.41 0.46 -0.23
C -2.31 -1.97 0.86 -0.02
C 3.53 1.29 0.10 -0.09
C 1.70 -0.19 0.01 -0.17
N -3.79 0.83 -0.66 0.20
N -0.54 2.19 2.00 0.17
O -0.33 -1.52 -0.38 -0.06
O -1.02 0.73 -2.36 0.08
O 2.54 0.69 -0.71 -0.18
H 0.20 1.66 -1.07 0.15
H 0.93 -1.00 -1.83 0.17
H -0.51 -1.07 1.63 0.16
H -2.88 -1.99 -0.06 0.09
H -2.95 -1.63 1.67 0.10
H -1.95 -2.98 1.08 0.09
H 3.07 1.87 0.91 0.09
H 4.10 1.95 -0.55 0.09
H 4.19 0.54 0.54 0.09
H 2.24 -1.11 0.30 0.15
H 1.33 0.30 0.92 0.12
H -1.38 -0.15 -2.58 0.14
```



The structure with the least stability is arrangement A.



Arrangement A

Below is 2 unconnected molecules or ions with the total composition C5H12N2OS, with properties calculated with ωB97M-V with the def2-TZVPD basis set.

Results
LUMO level: 0.91 eV
HOMO-LUMO gap: 0.369 hartree
E_HOMO: -9.1 eV

Geometry as XYZ:
```
21
Properties=species:S:1:pos:R:3:lowdin_charge:R:1
C 0.11 -1.64 0.00 -0.30
C -2.74 0.33 -0.29 -0.29
C -3.96 0.46 -1.21 -0.06
C 2.96 0.25 -1.10 -0.02
C 3.65 0.10 1.14 -0.18
N -2.38 -0.80 0.14 -0.16
N 2.97 -0.37 0.04 -0.12
O -0.52 0.43 1.51 -0.56
S -0.97 -0.96 1.28 0.86
H 1.08 -1.99 0.66 0.09
H 0.55 -0.92 -0.61 -0.01
H -2.24 1.26 -0.05 0.10
H -3.63 0.47 -2.23 0.06
H -4.57 -0.38 -1.07 0.05
H -4.25 1.55 -0.99 0.10
H 3.42 1.20 -1.04 0.04
H 2.43 0.32 -2.00 0.05
H -0.38 -2.56 -0.43 0.06
H 2.81 0.20 1.95 0.12
H 4.34 -0.63 1.52 0.06
H 4.25 1.09 1.03 0.10
```



Arrangement B

Below is C5H12N2OS in the gas phase, with properties calculated with ωB97M-V with the def2-TZVPD basis set.

Results
LUMO level (alpha / beta): -0.37 / -0.37 eV
HOMO-LUMO gap (alpha / beta): 0.292 / 0.292 hartree
structure (SMILES): CC1(C)C=[S@](=O)(NN)C1
E_HOMO (alpha / beta): -8.3 / -8.3 eV

Geometry as XYZ:
```
21
Properties=species:S:1:pos:R:3:lowdin_charge:R:1
C -0.97 -0.85 -1.12 -0.03
C 0.66 0.15 0.20 -0.23
C 0.07 -1.15 -0.02 -0.71
C 0.74 -2.13 -0.99 -0.06
C -0.35 -1.71 1.35 -0.05
N -0.03 3.55 0.29 -0.09
N -0.80 2.45 0.64 -0.27
O -0.05 1.92 -1.69 -0.46
S -0.68 1.13 -0.69 0.93
H -1.92 -1.14 -0.83 0.01
H 0.73 0.34 1.29 0.10
H 1.60 0.30 -0.40 0.12
H 1.82 -1.79 -1.10 0.11
H 0.35 -2.07 -2.08 0.11
H 0.72 -3.16 -0.68 0.07
H 0.44 -1.52 2.11 0.08
H -0.38 -2.83 1.30 0.09
H -1.27 -1.25 1.73 0.09
H 0.22 3.43 -0.68 0.03
H 0.84 3.65 0.93 0.11
H -1.76 2.68 0.43 0.04
```



The structure with the least stability is arrangement B.



Arrangement A

Below is C4H3NO2S in the gas phase, with properties calculated with ωB97M-V with the def2-TZVPD basis set.

Results
LUMO level: -0.12 eV
HOMO-LUMO gap: 0.334 hartree
structure (SMILES): O=c1cc[nH]c(=S)o1
E_HOMO: -9.2 eV

Geometry as XYZ:
```
11
Properties=species:S:1:pos:R:3:lowdin_charge:R:1
C -1.04 0.34 -1.23 -0.42
C -0.95 -1.11 -1.38 0.01
C -0.20 -1.83 -0.54 -0.06
C 0.52 0.14 0.67 -0.88
H -1.58 -1.57 -2.18 0.14
H -0.11 -2.92 -0.54 0.14
H 1.10 -1.73 1.09 0.13
N 0.52 -1.21 0.46 0.04
O -1.64 1.12 -1.90 0.15
O -0.25 0.85 -0.17 0.04
S 1.38 0.85 1.87 0.71
```



Arrangement B

Below is C4H3NO2S in the gas phase, with properties calculated with ωB97M-V with the def2-TZVPD basis set.

Results
LUMO level: -0.43 eV
HOMO-LUMO gap: 0.317 hartree
structure (SMILES): O=C1OC=N/C1=C\S
E_HOMO: -9.0 eV

Geometry as XYZ:
```
11
Properties=species:S:1:pos:R:3:lowdin_charge:R:1
C -1.25 0.48 -0.11 -0.42
C -0.02 -0.08 -0.16 -0.33
C 1.49 -1.47 0.06 -0.09
C 1.23 0.73 -0.06 -0.42
H -3.57 1.03 0.42 -0.09
H -1.15 1.56 -0.36 0.09
H 2.21 -2.38 0.05 0.17
N 0.25 -1.41 -0.12 0.13
O 2.26 -0.21 0.17 0.06
O 1.42 1.90 0.03 0.15
S -2.88 -0.15 0.07 0.76
```



The structure with the least stability is arrangement B.